{
  "formula": "C34H51N4NaO6P",
  "method": "ωB97M-V/def2-TZVPD",
  "species": ["Na", "C", "C", "C", "C", "C", "C", "N", "C", "C", "N", "C", "C", "O", "O", "C", "C", "C", "C", "C", "C", "N", "C", "C", "N", "C", "C", "O", "O", "H", "H", "H", "H", "H", "H", "H", "H", "H", "H", "H", "H", "H", "H", "H", "H", "H", "H", "H", "H", "H", "H", "H", "H", "H", "H", "H", "H", "H", "H", "H", "H", "H", "H", "H", "H", "H", "H", "H", "O", "C", "O", "C", "P", "C", "C", "C", "C", "C", "C", "C", "C", "C", "C", "C", "C", "H", "H", "H", "H", "H", "H", "H", "H", "H", "H", "H", "H"],
  "positions_angstrom": [[-1.2076, 0.8672, -0.6314], [2.6081, -0.5176, 3.9372], [1.1946, -0.6708, 3.3644], [0.7429, -2.1368, 3.4863], [-0.7476, -2.4725, 3.2775], [-1.6211, -1.6627, 4.2479], [-0.9040, -3.9621, 3.5836], [-1.1256, -2.2145, 1.8739], [-2.3690, -2.8174, 1.4140], [-2.9503, -2.0718, 0.2212], [-2.1563, -1.6768, -0.9754], [-3.1509, -0.8754, -1.7562], [-2.7018, 0.1777, -2.8297], [-3.1104, 0.0042, -3.9910], [-2.0546, 1.1633, -2.3687], [-1.6996, -2.8335, -1.7807], [-1.2583, -2.4434, -3.1875], [-0.6172, -3.7240, -1.1272], [0.8591, -3.2970, -0.9209], [1.6527, -3.2191, -2.2248], [1.4713, -4.3688, -0.0148], [0.9106, -1.9785, -0.2024], [2.2129, -1.5832, 0.3936], [2.1212, -0.2086, 1.0593], [1.0406, -0.0584, 2.0313], [0.5235, 1.3151, 2.1326], [-1.0280, 1.3523, 2.1905], [-1.5675, 2.0477, 3.0613], [-1.6011, 0.6095, 1.3140], [2.6027, -0.7375, 5.0072], [2.9734, 0.5048, 3.8036], [3.3141, -1.2032, 3.4572], [0.5296, -0.1007, 4.0175], [0.9892, -2.4486, 4.5083], [1.3354, -2.7758, 2.8234], [-1.2237, -1.7263, 5.2668], [-2.6429, -2.0532, 4.2656], [-1.6774, -0.6086, 3.9616], [-0.5418, -4.1668, 4.5948], [-0.3218, -4.5695, 2.8807], [-1.9485, -4.2798, 3.5317], [0.2185, -2.0289, 0.5935], [-1.2171, -1.1974, 1.7438], [-3.1634, -2.7672, 2.1709], [-2.2218, -3.8766, 1.2170], [-3.3190, -1.1368, 0.6362], [-3.8274, -2.6573, -0.1008], [-3.6957, -0.2621, -1.0348], [-3.8770, -1.5514, -2.2259], [-2.5666, -3.5110, -1.8850], [-0.5226, -1.6320, -3.1708], [-2.0957, -2.1085, -3.7970], [-0.8035, -3.3116, -3.6738], [-0.5644, -4.6059, -1.7707], [-0.9823, -4.0878, -0.1690], [1.4140, -4.0887, -2.8431], [2.7295, -3.2425, -2.0255], [1.4383, -2.3138, -2.7962], [1.2932, -5.3517, -0.4583], [1.0138, -4.3534, 0.9818], [2.5522, -4.2436, 0.0882], [0.6185, -1.1967, -0.8468], [2.9735, -1.5468, -0.3868], [2.5064, -2.3354, 1.1188], [1.9332, 0.5176, 0.2725], [3.1197, 0.0076, 1.4667], [0.8183, 1.8697, 1.2404], [0.9248, 1.8486, 3.0005], [1.5207, -0.2466, -3.5632], [1.0561, 0.5294, -2.7213], [0.4768, 0.2205, -1.6148], [1.1282, 2.0504, -2.9698], [0.8735, 2.8981, -1.3488], [2.0463, 4.3251, -1.5068], [1.7366, 5.5598, -2.0731], [2.6879, 6.5704, -2.1415], [3.9691, 6.3634, -1.6461], [4.2953, 5.1385, -1.0774], [3.3361, 4.1342, -1.0009], [-0.7065, 3.8147, -1.4476], [-1.1424, 4.3311, -0.2180], [-2.3773, 4.9499, -0.0929], [-3.2027, 5.0624, -1.2059], [-2.7817, 4.5626, -2.4291], [-1.5466, 3.9373, -2.5498], [0.3401, 2.2919, -3.6833], [2.0838, 2.3093, -3.4111], [0.7355, 5.7314, -2.4580], [2.4284, 7.5261, -2.5849], [4.7067, 7.1570, -1.6951], [5.2907, 4.9715, -0.6801], [3.5840, 3.1821, -0.5396], [-0.5076, 4.2295, 0.6583], [-2.7005, 5.3180, 0.8735], [-4.1831, 5.5145, -1.1116], [-3.4316, 4.6228, -3.2938], [-1.2682, 3.5297, -3.5098]],
  "forces_ev_per_a": [[0.142, 0.000, 0.765], [-0.017, 0.010, 0.018], [-0.025, 0.008, -0.073], [-0.008, 0.157, -0.119], [-0.036, 0.041, -0.060], [-0.017, 0.035, 0.016], [0.016, -0.103, 0.026], [0.207, 0.126, -0.055], [0.305, 0.088, -0.008], [-0.043, 0.006, -0.162], [-0.236, 0.085, 0.193], [0.069, 0.044, -0.261], [-0.063, 0.019, -0.333], [0.154, 0.068, 0.490], [-1.038, -0.162, -1.751], [0.163, 0.023, 0.044], [-0.033, 0.237, -0.039], [-0.142, 0.174, 0.154], [-0.064, -0.160, -0.015], [0.071, 0.087, -0.009], [0.076, -0.068, 0.069], [-0.053, -0.261, 0.616], [-0.102, 0.101, 0.093], [-0.193, -0.017, 0.122], [0.053, -0.047, -0.096], [-0.114, -0.221, -0.054], [-0.269, -0.376, 0.254], [0.242, -0.190, -0.388], [-0.010, 0.398, 1.731], [0.037, -0.016, -0.046], [-0.022, -0.077, 0.008], [-0.011, 0.049, 0.026], [-0.025, 0.061, -0.049], [0.038, 0.002, -0.031], [0.002, -0.005, -0.022], [-0.053, -0.003, -0.048], [0.064, 0.035, -0.012], [0.032, -0.077, 0.023], [-0.033, -0.020, -0.060], [-0.062, 0.055, 0.068], [0.094, 0.020, 0.002], [-0.062, 0.048, -0.259], [0.070, -0.014, -0.020], [-0.040, 0.023, 0.054], [0.014, -0.170, -0.068], [-0.014, 0.057, -0.011], [-0.083, 0.011, -0.092], [-0.019, -0.085, 0.000], [-0.012, -0.068, -0.037], [-0.070, -0.075, -0.020], [-0.119, -0.130, -0.012], [0.019, 0.024, 0.031], [-0.032, 0.064, 0.019], [0.024, -0.046, 0.013], [0.040, 0.047, 0.044], [0.040, 0.049, 0.069], [-0.080, 0.018, 0.003], [0.033, -0.043, 0.032], [0.005, 0.068, 0.035], [0.036, -0.003, -0.128], [-0.088, -0.040, -0.005], [-0.092, 0.250, -0.283], [-0.048, 0.012, -0.064], [0.021, -0.109, 0.037], [-0.001, 0.058, -0.047], [0.040, 0.020, 0.046], [0.004, 0.003, -0.004], [0.022, -0.003, 0.062], [-0.085, 0.217, 0.414], [-0.191, 0.046, 0.045], [1.321, -0.688, -0.921], [-0.280, -0.345, 0.285], [0.516, 0.815, -0.227], [0.180, -0.106, 0.042], [-0.068, 0.019, -0.038], [-0.011, 0.001, -0.009], [0.001, -0.028, 0.012], [-0.086, -0.034, 0.005], [-0.011, 0.084, -0.085], [-0.341, -0.042, 0.261], [0.008, -0.039, -0.096], [0.059, 0.033, -0.079], [0.039, -0.032, 0.040], [0.044, 0.002, 0.012], [0.036, 0.149, -0.010], [-0.001, -0.012, -0.028], [0.150, 0.095, -0.061], [0.086, 0.007, 0.034], [0.000, -0.058, 0.028], [-0.031, -0.048, -0.005], [-0.052, -0.006, -0.018], [0.003, 0.058, -0.007], [-0.061, -0.056, -0.006], [0.018, -0.029, -0.034], [0.024, 0.012, -0.009], [0.020, -0.002, 0.015], [0.008, -0.103, 0.014]],
  "mulliken_charge": [0.365, -2.046, 0.079, -1.757, 1.734, -1.928, -1.985, 1.179, -1.315, -2.304, 1.716, -1.309, 0.251, -0.839, -0.444, 0.349, -2.048, -2.435, 2.854, -1.871, -2.011, 1.574, -1.307, -0.003, 1.531, 0.048, 0.407, -0.865, -0.676, 0.524, 0.386, 0.291, 0.683, 0.779, -0.050, 0.419, 0.448, 0.351, 0.489, 0.310, 0.334, -0.199, -0.733, 0.775, 0.443, 0.694, 0.353, 0.785, 0.316, 0.512, 0.412, 0.613, 0.464, 0.733, 0.304, 0.407, 0.450, 0.331, 0.485, 0.271, 0.343, -0.371, 0.657, 0.576, -0.557, 0.406, -0.610, 0.316, -0.787, 0.097, 0.117, -1.417, 1.135, 0.179, -0.406, -0.641, -0.485, -0.640, -0.371, 0.021, -0.256, -0.634, -0.561, -0.670, -0.237, 0.352, 0.586, 0.343, 0.387, 0.354, 0.386, 0.318, 0.284, 0.423, 0.345, 0.431, 0.267],
  "homo_energy_ha": -0.199,
  "gap_ev": 7.49,
  "total_energy_ha": -2500.4839,
  "spin_multiplicity": 1,
  "total_charge": -1
}

---

{
  "formula": "C25H52N3O12S",
  "method": "ωB97M-V/def2-TZVPD",
  "species": ["C", "C", "O", "C", "C", "O", "C", "C", "O", "C", "N", "C", "C", "C", "C", "N", "C", "C", "C", "C", "S", "O", "O", "O", "O", "C", "C", "C", "C", "C", "O", "C", "O", "C", "O", "N", "O", "H", "H", "H", "H", "H", "H", "H", "H", "H", "H", "H", "H", "H", "H", "H", "H", "H", "H", "H", "H", "H", "H", "H", "H", "H", "H", "H", "H", "H", "H", "H", "H", "H", "H", "H", "H", "H", "H", "H", "H", "H", "H", "H", "H", "C", "C", "C", "O", "H", "H", "H", "H", "H", "H", "H", "H"],
  "positions_angstrom": [[5.8658, -1.9069, 2.8617], [6.8420, -2.1925, 1.7180], [6.3828, -3.2856, 0.9349], [5.5876, -2.8539, -0.1337], [4.7207, -3.9864, -0.5938], [3.7013, -4.3500, 0.3230], [2.6619, -3.4254, 0.4707], [1.8122, -3.3094, -0.7803], [2.2353, -2.1868, -1.6040], [1.1804, -1.5114, -2.1731], [0.6872, -0.4174, -1.2802], [-0.5888, 0.1725, -1.7678], [-1.2566, 0.8874, -0.6041], [-2.0427, 2.1075, -1.0586], [-2.9760, 1.9093, -2.2726], [-3.4740, 0.5296, -2.4341], [-2.0616, -0.1223, 0.2186], [-2.6331, 0.4340, 1.5178], [-3.6715, -0.5217, 2.1498], [-4.9340, 0.2024, 2.6064], [-4.8642, 0.6469, 4.3380], [-3.6980, 0.1042, 4.9651], [-5.0266, 2.0581, 4.4309], [-6.1667, -0.0528, 4.9272], [-0.2395, 1.3524, 0.3194], [0.9358, 1.8264, -0.2850], [1.7295, 2.5268, 0.8239], [3.1643, 2.9399, 0.4798], [3.7177, 3.7510, 1.6488], [5.0442, 4.4357, 1.3334], [5.7497, 4.7786, 2.5457], [6.7563, 3.9618, 2.8648], [6.7629, 2.7832, 2.6553], [1.6803, 0.6930, -1.0383], [2.0959, 1.1495, -2.2915], [3.5492, 1.1868, -2.3748], [3.8790, 1.9860, -3.1231], [6.3923, -1.6425, 3.7690], [5.2899, -2.8065, 3.0442], [5.1946, -1.0925, 2.6027], [7.8190, -2.4438, 2.1097], [6.9776, -1.3084, 1.1041], [6.2306, -2.5902, -0.9816], [5.0072, -1.9569, 0.0952], [5.3702, -4.8526, -0.6612], [4.3498, -3.7902, -1.6005], [3.0050, -2.4420, 0.7996], [2.0243, -3.8237, 1.2554], [1.9536, -4.2038, -1.3779], [0.7523, -3.2301, -0.5371], [0.3632, -2.2044, -2.3570], [1.4624, -1.0962, -3.1311], [0.4686, -0.8205, -0.3641], [-0.4252, 0.8538, -2.5959], [-1.2186, -0.6277, -2.1293], [-1.3145, 2.8601, -1.3564], [-2.5929, 2.5483, -0.2407], [-3.8244, 2.5724, -2.1137], [-2.5322, 2.2456, -3.2023], [-3.6894, 0.3799, -3.4117], [-4.3681, 0.4385, -1.9631], [-2.7927, -0.6280, -0.3962], [-1.3330, -0.8858, 0.5234], [-3.0926, 1.4069, 1.3829], [-1.7988, 0.5905, 2.1897], [-3.1886, -1.0141, 2.9844], [-3.9412, -1.2980, 1.4428], [-5.1187, 1.1276, 2.0783], [-5.7936, -0.4278, 2.4143], [-5.8688, -0.6119, 5.6642], [0.7509, 2.6077, -1.0248], [1.1797, 3.4429, 1.0054], [1.7473, 1.8981, 1.7090], [3.1880, 3.5210, -0.4389], [3.7985, 2.0615, 0.3742], [2.9887, 4.5136, 1.9128], [3.8424, 3.1272, 2.5285], [5.6501, 3.8137, 0.6846], [4.8451, 5.3930, 0.8692], [7.6098, 4.4496, 3.3388], [2.5323, 0.2847, -0.5040], [-7.1349, -2.5847, -3.2763], [-7.4039, -1.3315, -2.4599], [-8.6173, -0.5783, -2.9781], [-6.2499, -0.4766, -2.4802], [-6.9318, -2.3251, -4.3189], [-6.2602, -3.1122, -2.8943], [-7.9876, -3.2625, -3.2510], [-7.5592, -1.6013, -1.4151], [-8.4571, -0.2606, -4.0119], [-8.7950, 0.3186, -2.3848], [-9.5115, -1.2001, -2.9441], [-6.1005, -0.2252, -3.3987]],
  "forces_ev_per_a": [[0.167, 0.060, -0.395], [-0.151, -0.116, 0.547], [0.019, 0.348, 0.068], [0.244, -0.019, -0.531], [0.274, -0.268, 0.147], [0.022, 0.043, 0.013], [-0.225, -0.353, -0.053], [0.481, 0.171, -0.199], [-0.296, 0.338, 0.296], [0.416, -0.952, -0.341], [-0.071, 0.284, -0.060], [-0.402, 0.066, -0.232], [-0.557, 0.271, 0.777], [0.097, -0.003, -0.989], [-0.709, -0.147, 0.409], [0.165, 0.262, -0.154], [0.623, 0.102, 0.347], [-0.199, -0.354, -0.019], [0.613, 0.516, -0.232], [-0.047, -0.696, -0.018], [0.335, 1.130, -0.006], [-0.118, -0.794, 0.065], [-0.463, 0.221, -0.199], [0.360, -0.268, 0.145], [0.110, -0.492, -0.312], [0.532, 0.452, 0.409], [0.385, -0.228, -0.802], [-0.216, -0.219, 0.610], [0.107, 0.309, -0.154], [-0.802, -0.099, 0.560], [0.489, 0.515, -0.572], [0.098, -0.664, 0.221], [-0.027, -0.288, -0.370], [-0.014, 0.101, -0.142], [-0.771, 0.319, 0.064], [0.755, -0.054, 0.356], [0.028, -0.082, -0.318], [0.069, 0.153, 0.206], [-0.120, -0.155, 0.129], [-0.199, 0.084, 0.081], [0.179, -0.297, 0.041], [0.077, 0.208, -0.267], [0.055, 0.143, -0.117], [-0.116, 0.075, 0.245], [-0.018, -0.261, -0.014], [-0.323, 0.121, -0.067], [0.081, 0.179, -0.035], [0.016, -0.085, 0.198], [-0.084, -0.253, -0.067], [-0.115, 0.199, 0.068], [-0.465, 0.205, 0.107], [0.191, 0.419, -0.013], [0.106, -0.034, 0.055], [0.523, -0.035, -0.135], [-0.210, -0.131, -0.027], [0.120, 0.183, 0.055], [-0.056, -0.143, 0.353], [-0.035, 0.295, -0.087], [0.386, -0.101, -0.101], [0.036, -0.074, -0.039], [0.033, -0.234, 0.066], [-0.274, 0.160, -0.214], [-0.050, -0.286, -0.007], [-0.059, 0.162, -0.222], [0.048, 0.144, 0.288], [-0.169, -0.223, 0.238], [-0.150, -0.085, -0.209], [0.116, 0.270, -0.062], [-0.271, -0.090, 0.379], [-0.188, -0.009, -0.007], [-0.296, -0.123, -0.344], [-0.258, 0.027, 0.452], [-0.184, -0.018, 0.233], [0.059, 0.102, -0.221], [0.146, -0.130, -0.307], [-0.088, 0.144, 0.141], [0.049, -0.240, 0.044], [0.302, -0.076, 0.043], [0.124, 0.138, -0.279], [-0.225, 0.448, 0.284], [0.086, -0.186, 0.203], [0.172, -0.050, 0.103], [-0.169, -0.036, -0.427], [0.017, 0.150, 0.130], [0.034, -0.029, 0.182], [-0.095, 0.023, -0.019], [-0.027, -0.016, 0.037], [-0.014, 0.003, -0.021], [0.116, 0.078, 0.055], [-0.009, -0.089, -0.036], [-0.017, -0.025, 0.035], [-0.003, -0.011, -0.021], [-0.107, -0.003, -0.023]],
  "mulliken_charge": [-0.984, -0.340, -0.425, 0.007, -0.695, -0.473, -0.526, -0.574, -0.337, -0.879, 1.004, -1.699, 1.742, -1.116, -1.116, -0.365, -1.173, -0.768, -1.002, -0.942, 1.240, -0.631, -0.634, -0.485, -0.418, 0.035, -1.105, -0.230, -0.618, -0.766, -0.306, 0.113, -0.447, -0.685, -0.336, 0.279, -0.333, 0.370, 0.325, 0.149, 0.414, 0.309, 0.316, 0.083, 0.413, 0.320, 0.232, 0.400, 0.496, 0.482, 0.442, 0.415, 0.477, 0.350, 0.487, 0.202, 0.703, 0.384, 0.552, 0.230, 0.210, 0.487, 0.302, 0.417, 0.334, 0.573, 0.533, 0.490, 0.439, 0.365, 0.114, 0.474, 0.364, 0.393, 0.285, 0.378, 0.326, 0.466, 0.332, 0.390, 0.854, -1.307, 0.272, -1.285, -0.458, 0.344, 0.314, 0.406, 0.262, 0.351, 0.316, 0.397, 0.299],
  "homo_energy_ha": -0.427,
  "gap_ev": 8.29,
  "total_energy_ha": -2448.7121,
  "spin_multiplicity": 1,
  "total_charge": 1
}

---

{
  "formula": "CH2BrO3S",
  "method": "ωB97M-V/def2-TZVPD",
  "species": ["C", "O", "O", "O", "S", "Br", "H", "H"],
  "positions_angstrom": [[-0.0828, -0.4167, 0.2699], [3.0109, -1.2500, 1.5651], [2.8874, -2.2063, -0.8220], [3.0547, 0.1927, -0.4541], [2.6942, -1.1098, 0.0999], [-1.2219, -1.9721, -0.1805], [0.1514, -0.2860, 1.3909], [-0.3507, 0.4209, -0.3820]],
  "forces_ev_per_a": [[1.448, -1.034, 1.213], [-0.487, -0.404, -2.561], [0.045, -0.611, 0.513], [0.150, -0.251, 0.217], [-1.098, 1.899, 1.742], [0.562, 0.921, 0.457], [-0.877, -0.212, -2.044], [0.258, -0.307, 0.464]],
  "mulliken_charge": [-0.641, -0.536, -0.501, -0.526, 0.849, -0.221, 0.291, 0.284],
  "homo_energy_ha": [-0.128, -0.161],
  "gap_ev": [6.79, 7.73],
  "total_energy_ha": -3237.2027,
  "spin_multiplicity": 1,
  "total_charge": -1
}

---

{
  "formula": "C4H8N6O4",
  "method": "ωB97M-V/def2-TZVPD",
  "species": ["C", "C", "C", "C", "N", "N", "N", "N", "N", "N", "O", "O", "O", "O", "H", "H", "H", "H", "H", "H", "H", "H"],
  "positions_angstrom": [[0.9931, -0.1956, -0.2947], [0.1125, 2.1210, -0.2444], [-0.2810, -0.7583, -0.2978], [-1.4941, 0.1460, -0.0195], [1.1774, 1.2241, -0.3552], [-1.1180, 1.5526, 0.0138], [-0.4428, -2.1227, -0.2616], [-2.5741, -0.0007, -0.9694], [-1.9432, -0.2665, 1.3354], [3.8751, -0.8300, 0.2997], [2.0913, -0.9308, -0.3714], [0.1748, 3.3084, -0.3488], [3.9902, -0.1030, 1.1597], [4.4719, -1.4636, -0.4345], [2.1104, 1.5047, -0.3015], [-1.7717, 2.2908, 0.1208], [-0.9057, -2.5531, 0.5810], [0.4799, -2.5575, -0.2618], [-2.9424, -0.9301, -0.8856], [-2.1326, 0.1537, -1.9418], [-1.1810, -0.0287, 2.0256], [-2.6903, 0.4393, 1.4520]],
  "forces_ev_per_a": [[3.218, -0.327, -0.485], [-0.393, -1.564, 0.146], [-0.297, 1.044, 1.316], [0.949, -0.365, 0.764], [-2.436, -1.945, 0.047], [1.873, -0.966, -0.664], [0.337, -0.982, 1.292], [1.068, 0.781, -1.429], [-0.299, 1.000, -0.156], [-2.750, -1.896, -0.255], [-4.640, 1.380, -1.543], [0.997, 1.513, -0.047], [1.700, 3.636, 3.833], [2.895, -1.629, -2.274], [1.352, 0.888, -0.095], [-1.118, 0.107, -0.073], [-0.123, 1.168, -1.244], [0.001, 0.122, -0.483], [-0.166, -0.495, -0.303], [-1.253, -0.513, 1.980], [-1.119, -0.206, -1.099], [0.206, -0.750, 0.773]],
  "mulliken_charge": [0.560, 0.319, -0.465, 0.803, -0.005, -0.210, -0.544, -0.676, -0.779, 1.018, -0.668, -0.627, -0.471, -0.482, 0.216, 0.211, 0.273, 0.296, 0.281, 0.322, 0.327, 0.302],
  "homo_energy_ha": [-0.312, -0.273],
  "gap_ev": [8.83, 5.86],
  "total_energy_ha": -786.5659,
  "spin_multiplicity": 1,
  "total_charge": 0
}